Entry 1:
C9H26ClO10P3 | the ωB97M-V functional and the def2-TZVPD basis

```
49
Properties=species:S:1:pos:R:3:forces:R:3:nbo_charge:R:1
C -2.95020 1.81733 3.24757 -0.05 0.08 0.33 -0.2418
O -2.52209 0.45095 3.47933 0.13 -0.15 0.73 -0.8323
P -2.18263 -0.35843 2.18332 0.58 0.77 -1.28 2.5844
O -2.70684 0.26226 1.00590 -0.90 1.24 -2.02 -1.1195
O -2.79224 -1.82901 2.28358 -0.21 0.26 1.14 -1.0534
P -4.19466 -1.98436 3.13214 0.02 -0.50 -0.47 1.7858
O -4.01109 -2.56062 4.43579 0.27 -0.80 1.87 -1.0700
O -0.59783 -0.41866 2.07880 -0.31 -1.35 1.52 -1.0697
P 0.27495 -1.65089 2.85576 0.57 -0.49 -0.75 1.3935
O 1.55330 -0.78668 3.30317 -0.38 0.22 0.72 -0.9841
Cl -0.64978 -1.87839 4.70016 -0.03 0.28 -0.11 -0.3280
H -2.82563 2.36615 4.16784 -0.01 -0.16 0.42 0.1990
H -2.35567 2.31155 2.49569 0.15 -0.10 -0.36 0.2053
H -3.98846 1.80303 2.95647 -0.26 0.10 -0.16 0.1943
H -4.94034 -2.83137 2.30856 0.02 0.42 -0.49 -0.0839
H -4.77286 -0.71687 3.24432 0.00 0.11 -0.76 -0.0856
H 1.34038 -0.33887 4.14696 0.46 0.08 -0.42 0.5073
C 2.80385 1.26822 -0.32705 -0.02 -0.08 -0.08 -0.2570
O 1.73357 1.54177 -1.21318 0.18 0.25 0.20 -0.5591
C 0.53870 1.91494 -0.54269 -0.10 -0.16 -0.35 -0.0940
C 0.31777 3.40916 -0.57457 -0.08 0.07 0.32 -0.0881
O 1.30118 4.10338 0.17924 0.10 -0.05 -0.10 -0.5540
C 2.31395 4.68267 -0.62340 -0.03 0.04 0.05 -0.2540
H 3.71801 1.21479 -0.91707 -0.02 -0.02 -0.04 0.1892
H 2.91633 2.05018 0.42723 -0.01 -0.01 0.02 0.1822
H 2.64955 0.30334 0.17110 0.03 0.03 0.07 0.1675
H 0.54538 1.54528 0.48638 -0.01 0.04 0.04 0.1797
H -0.28883 1.42672 -1.06844 -0.05 0.01 0.08 0.1932
H -0.65168 3.62831 -0.11600 -0.03 -0.02 -0.05 0.1836
H 0.29310 3.77132 -1.60659 0.03 -0.03 -0.02 0.1757
H 1.93405 5.57617 -1.13077 0.04 -0.02 -0.06 0.1669
H 2.69397 3.97789 -1.36637 -0.01 0.00 -0.02 0.1791
H 3.13143 4.97454 0.03400 -0.03 0.02 0.04 0.1890
C -1.01433 -1.65485 -2.99310 0.00 0.07 -0.06 -0.2535
O 0.22249 -1.40436 -3.63582 -0.06 -0.15 0.13 -0.5543
C 1.27120 -1.10301 -2.72382 0.04 -0.05 -0.42 -0.0884
C 2.16973 -2.29691 -2.49579 0.01 0.00 0.33 -0.0892
O 1.49108 -3.34927 -1.82419 -0.07 -0.01 -0.12 -0.5544
C 1.07472 -4.38762 -2.69123 0.03 -0.02 0.06 -0.2536
H -1.68712 -2.09458 -3.72806 0.02 0.03 -0.04 0.1868
H -0.90330 -2.34964 -2.15692 0.00 0.02 0.02 0.1765
H -1.45328 -0.71880 -2.62995 -0.03 -0.05 0.07 0.1696
H 0.86774 -0.73831 -1.77766 0.00 -0.02 0.03 0.1791
H 1.86132 -0.29775 -3.16701 0.00 0.05 0.08 0.1926
H 3.00092 -1.99099 -1.85167 0.02 0.02 -0.04 0.1810
H 2.58838 -2.64913 -3.44353 -0.03 0.00 -0.03 0.1732
H 1.93151 -5.00193 -2.99003 -0.03 -0.01 -0.07 0.1653
H 0.58061 -3.99595 -3.58321 0.01 0.01 -0.01 0.1799
H 0.36966 -5.01268 -2.14519 0.03 0.00 0.05 0.1883
```
Positions in Å, forces in eV/Å.

Calculated values
DFT total energy (eV): -70621.097
ΔE to the lowest compared entry with this formula, charge and spin (kcal/mol): 20.4
Net charge: 0
HOMO energy (hartree): -0.3300
Strongest force on any atom (eV/A): 2.53


Entry 2:
C17H15BrIrN7O3 | the ωB97M-V functional and the def2-TZVPD basis

```
44
Properties=species:S:1:pos:R:3:forces:R:3:nbo_charge:R:1
Ir 0.80875 -0.21054 0.14557 -0.31 0.17 1.98 1.1767
Br -5.89202 -3.11640 -0.28839 0.00 0.01 0.01 0.1526
C -4.16122 -2.56336 0.17908 -0.01 0.05 -0.04 -0.1349
C -3.32976 -3.42895 0.91163 0.02 -0.04 0.04 -0.1058
C -2.04507 -3.07506 1.24745 -0.06 0.04 -0.06 -0.3062
C -1.52384 -1.83051 0.86534 -0.14 0.09 -0.01 0.4772
O -0.28258 -1.54711 1.21075 0.12 0.10 -0.30 -0.6953
C -2.38270 -0.92430 0.16467 0.12 0.00 0.00 -0.2417
C -2.02939 0.40602 -0.12968 0.00 -0.07 0.47 0.2523
N -0.84224 0.94105 0.06955 0.16 -0.33 -0.89 -0.5429
C -0.62013 2.33707 -0.00190 0.02 0.10 -0.12 0.0816
C -1.58007 3.31297 0.04322 0.03 -0.01 -0.02 -0.1535
C -1.21039 4.67233 -0.02656 -0.11 0.02 0.01 -0.1764
C 0.09698 5.04345 -0.13042 0.10 0.03 -0.02 -0.1326
C 1.11315 4.05676 -0.15051 -0.07 -0.07 0.03 -0.1012
C 2.48325 4.34797 -0.27049 0.02 0.03 -0.02 -0.0355
C 3.40112 3.32577 -0.28996 0.04 0.01 0.01 -0.2629
C 2.95629 2.01532 -0.16056 -0.01 -0.04 0.14 0.1282
N 1.67175 1.69496 -0.02190 -0.03 -0.25 -0.71 -0.5399
C 0.73992 2.70225 -0.05580 -0.03 0.07 -0.09 0.2158
C -3.69938 -1.32885 -0.17352 -0.07 -0.05 0.01 -0.1335
H -3.71459 -4.39421 1.21435 0.00 0.00 -0.01 0.2538
H -1.42257 -3.74718 1.82208 0.03 0.01 -0.02 0.2409
H -2.80962 1.05682 -0.51538 -0.06 -0.03 0.09 0.2213
H -2.62870 3.06679 0.14422 0.01 -0.01 0.00 0.2374
H -1.98655 5.42418 0.00412 0.00 0.00 0.00 0.2535
H 0.37285 6.08785 -0.19030 0.01 0.00 0.00 0.2473
H 2.80606 5.37755 -0.36345 -0.01 0.00 0.01 0.2540
H 4.45781 3.51649 -0.40668 0.00 0.00 0.01 0.2624
H 3.66900 1.20105 -0.18446 -0.02 0.00 -0.02 0.1998
H -4.33766 -0.64065 -0.71282 -0.01 -0.01 0.00 0.2421
N 2.44013 -1.12724 1.09261 0.18 -0.18 -0.11 -0.5558
N 2.56868 -2.47464 0.70522 -0.26 0.09 -0.33 -0.4231
C 1.80038 -2.90281 -0.32660 0.18 0.15 0.17 0.6529
N 1.87403 -4.16920 -0.66897 0.02 0.02 0.01 -0.7235
N 1.06432 -1.92457 -0.90960 0.27 -0.04 -0.01 -0.4197
N 0.11419 -2.27663 -1.89848 0.26 -0.13 -0.02 0.6524
O 0.15898 -3.38925 -2.37157 -0.07 -0.01 -0.08 -0.3714
O -0.64026 -1.40246 -2.18451 -0.32 0.39 -0.18 -0.3152
H 3.34126 -0.66883 0.96801 -0.04 0.06 0.08 0.4101
H 2.17108 -1.07251 2.07729 0.05 -0.16 -0.01 0.4268
H 3.20198 -3.07495 1.21111 -0.01 -0.03 -0.02 0.4302
H 2.49161 -4.80126 -0.18408 -0.01 0.00 0.01 0.4311
H 1.33515 -4.49521 -1.45968 0.00 0.00 0.00 0.4707
```
Positions in Å, forces in eV/Å.

Calculated values
DFT total energy (eV): -107308.955
Net charge: +2
HOMO energy (hartree): -0.5050
Strongest force on any atom (eV/A): 2.01


Entry 3:
C16H23InO2S4Se2Te2 | the ωB97M-V functional and the def2-TZVPD basis

```
50
Properties=species:S:1:pos:R:3:forces:R:3:lowdin_charge:R:1
In -1.82392 -0.24188 1.17425 -1.08 -1.20 -0.52 0.3889
C 1.11458 1.51861 -1.75724 -0.02 0.00 0.04 -0.4968
C -0.27971 1.83351 -2.29317 -0.04 -0.03 0.07 -0.5071
S -1.54988 2.15637 -1.04060 0.07 0.12 0.14 0.8776
C -0.90952 3.73499 -0.40522 -0.02 -0.05 -0.01 -0.5052
C -1.33104 4.00174 1.02972 -0.08 -0.02 0.04 -0.5180
S -0.74832 2.82744 2.27085 0.31 0.10 0.00 0.7361
C 1.03749 2.80134 2.01579 -0.04 0.11 -0.03 -0.5220
C 1.62169 1.77958 2.98559 0.00 -0.08 -0.01 -0.5197
S 1.10766 0.05927 2.69271 0.01 0.10 -0.02 0.8684
C 2.44442 -0.49804 1.59948 -0.10 0.03 0.03 -0.5088
C 2.58185 0.22985 0.26743 -0.05 0.02 -0.02 -0.4839
S 1.05464 0.06380 -0.68824 0.15 0.11 -0.02 0.9361
H 1.51788 2.36493 -1.19766 0.00 -0.01 0.01 0.0589
H 1.78452 1.33490 -2.59924 -0.01 0.01 0.01 0.0872
H -0.66765 0.99801 -2.87637 0.02 -0.01 -0.01 0.0607
H -0.22412 2.69898 -2.95581 -0.03 -0.03 -0.02 0.0881
H -1.28194 4.54247 -1.03832 0.00 -0.02 0.00 0.0865
H 0.17694 3.73306 -0.48026 0.00 0.01 -0.02 0.0579
H -2.41819 3.95151 1.12253 0.00 0.01 0.03 0.0711
H -1.02585 5.00993 1.31389 0.02 0.00 -0.01 0.0837
H 1.46968 3.78603 2.20933 0.01 0.00 0.02 0.0935
H 1.25264 2.51425 0.98871 0.00 0.00 -0.02 0.0281
H 1.31352 2.01712 4.00445 0.01 0.01 0.00 0.0741
H 2.71217 1.81225 2.95966 0.01 -0.02 0.01 0.0850
H 2.23579 -1.55365 1.43058 0.02 -0.03 0.00 0.0478
H 3.38458 -0.42845 2.14967 -0.01 0.00 0.01 0.0856
H 3.41917 -0.19728 -0.28650 -0.01 -0.01 0.00 0.0872
H 2.79359 1.28801 0.42648 0.02 0.01 -0.02 0.0657
C -1.65646 -1.76296 -3.16311 -0.08 -0.01 0.00 0.0024
C -1.40823 -1.75917 -1.67667 0.07 -0.29 -0.02 -0.3990
O -2.00756 -0.88600 -1.03030 0.20 0.49 0.09 -0.1435
C -0.46893 -2.71710 -1.10956 -0.10 0.08 0.01 -0.1402
C 0.26442 -3.56564 -1.95657 0.02 -0.01 -0.03 -0.0321
C 1.25809 -4.38254 -1.47659 0.00 -0.01 -0.07 -0.0849
C 1.55285 -4.36464 -0.10772 -0.04 0.05 0.04 -0.0643
C 0.84312 -3.56563 0.75466 0.03 -0.13 0.01 -0.0197
C -0.19987 -2.74158 0.28530 -0.45 0.07 -0.27 -0.3928
O -0.92843 -2.08797 1.13376 1.14 0.42 0.78 -0.2684
H -2.38415 -0.98914 -3.39351 -0.01 -0.01 0.00 0.0931
H -2.04443 -2.72837 -3.48707 0.00 -0.02 -0.01 0.1001
H -0.72936 -1.57561 -3.70712 0.01 0.00 -0.01 0.0912
H 0.04544 -3.57430 -3.01504 0.02 -0.01 -0.02 0.1065
H 1.80161 -5.03467 -2.14483 0.02 0.00 -0.02 0.0991
H 2.34295 -4.99540 0.28014 0.00 -0.03 0.00 0.1078
H 1.03595 -3.56713 1.81995 -0.03 -0.04 0.02 0.1240
Se -3.22410 1.10029 2.82264 -0.43 -0.45 -0.30 -0.0832
Te -5.64233 0.23352 2.49468 0.45 0.06 0.02 0.1579
Te -5.32597 -2.42552 2.80429 -0.15 0.26 0.28 0.0692
Se -3.88733 -2.74907 0.85018 0.20 0.46 -0.20 -0.2302
```
Positions in Å, forces in eV/Å.

Calculated values
DFT total energy (eV): -214855.448
ΔE to the lowest compared entry with this formula, charge and spin (kcal/mol): 35.7
Net charge: 0
HOMO energy (hartree): -0.2160
Strongest force on any atom (eV/A): 1.70


Entry 4:
C18H21FN4O3 | the ωB97M-V functional and the def2-TZVPD basis

```
47
Properties=species:S:1:pos:R:3:forces:R:3:nbo_charge:R:1
C 3.31277 4.09758 -0.86902 -0.05 0.01 0.11 -0.6006
C 2.62008 3.16509 0.11438 0.04 0.29 -0.28 -0.4852
C 3.13127 1.78119 0.04006 -0.26 -0.67 0.52 0.5625
N 2.77272 0.78646 0.79752 0.00 0.45 0.07 -0.5287
C 3.46026 -0.26961 0.27914 0.19 0.64 -0.40 0.2933
C 3.24526 -1.65262 0.78177 0.21 -0.28 0.08 -0.2717
N 1.81800 -1.88234 0.87011 0.28 -0.06 -0.44 -0.6104
C 1.18980 -1.96832 2.06648 -0.48 -0.27 -0.19 0.6905
O 1.78043 -2.16306 3.10615 0.12 0.09 0.39 -0.6227
C -0.33510 -1.82805 2.04151 -0.09 0.13 0.12 -0.3108
C -0.70096 -0.52692 2.76246 0.07 -0.03 0.03 -0.3904
C -0.15249 0.65623 1.97739 -0.11 0.06 0.19 -0.5285
C -0.38899 0.61348 0.48580 0.23 0.17 0.37 0.7121
O -0.25552 1.61495 -0.19916 -0.09 0.35 -0.11 -0.6625
N -0.66513 -0.59115 -0.07686 0.04 -0.29 -0.34 -0.4583
C -0.94622 -0.64314 -1.50512 0.07 0.17 -0.18 -0.2493
C -2.42916 -0.65218 -1.76696 0.04 -0.31 -0.09 -0.1428
C -3.17442 0.51646 -1.66610 -0.08 -0.07 -0.04 -0.1760
C -4.54282 0.50442 -1.86823 -0.05 0.12 0.03 -0.2234
C -5.19249 -0.68000 -2.17595 0.04 -0.02 0.01 -0.1901
C -4.47406 -1.85816 -2.27731 0.11 -0.13 0.00 -0.3024
C -3.10856 -1.82530 -2.06649 -0.06 0.25 0.00 0.4595
F -2.41176 -2.98401 -2.15709 -0.05 0.07 0.01 -0.3425
C -0.99210 -1.79490 0.66749 -0.13 -0.28 0.34 -0.2256
N 4.20491 0.06255 -0.73625 0.30 -1.30 -0.06 -0.1544
O 4.00473 1.40162 -0.89616 -0.21 0.80 0.06 -0.2782
H 4.38022 4.14673 -0.66679 0.09 0.06 -0.05 0.2108
H 3.17448 3.74700 -1.88842 0.02 0.03 -0.10 0.2157
H 2.89633 5.09759 -0.78598 0.00 0.08 -0.03 0.2163
H 1.54432 3.10705 -0.08701 0.10 -0.02 0.09 0.2769
H 2.73519 3.51675 1.14208 -0.02 -0.07 -0.02 0.2351
H 3.72084 -2.36884 0.10724 0.02 0.06 0.14 0.2230
H 3.65010 -1.76656 1.79229 -0.01 -0.02 -0.19 0.2606
H 1.28848 -1.57637 0.06892 -0.11 0.00 0.14 0.4046
H -0.73508 -2.67782 2.60372 0.09 0.06 -0.09 0.2447
H -0.27719 -0.52998 3.76716 -0.07 -0.01 -0.01 0.2367
H -1.78809 -0.45701 2.84812 -0.01 -0.06 0.03 0.2034
H 0.93507 0.71705 2.09294 -0.15 0.04 -0.04 0.2796
H -0.56467 1.59743 2.34548 0.03 -0.01 -0.10 0.2387
H -0.47939 -1.53804 -1.92752 -0.02 0.11 0.06 0.2122
H -0.49928 0.25049 -1.94798 -0.05 -0.22 0.02 0.2573
H -2.66211 1.43572 -1.42560 0.08 0.11 0.03 0.2347
H -5.10450 1.42237 -1.78840 -0.05 0.09 0.00 0.2180
H -6.25942 -0.68949 -2.33712 -0.10 -0.01 -0.02 0.2185
H -4.95275 -2.79539 -2.51308 -0.03 -0.11 -0.02 0.2293
H -2.08231 -1.85674 0.80075 0.14 -0.10 -0.02 0.2064
H -0.69066 -2.66221 0.06968 -0.04 0.10 0.00 0.2142
```
Positions in Å, forces in eV/Å.

Calculated values
DFT total energy (eV): -33828.020
ΔE to the lowest compared entry with this formula, charge and spin (kcal/mol): 1.4
Net charge: 0
HOMO energy (hartree): -0.3481
Strongest force on any atom (eV/A): 1.33


Entry 5:
C4H11N3O | the ωB97M-V functional and the def2-TZVPD basis

```
19
Properties=species:S:1:pos:R:3:forces:R:3:nbo_charge:R:1
C -0.69166 -2.24238 -0.01118 0.16 0.27 0.18 -0.4652
N -1.57515 -1.51594 0.89578 0.06 -0.17 -0.39 -0.4009
C -1.10584 -0.95236 1.91188 0.00 0.25 0.34 0.2462
N 0.26629 -0.97330 2.34265 -0.10 0.01 -0.05 -0.8900
H -0.72031 -1.76394 -0.98965 -0.16 -0.03 -0.05 0.2154
H -1.05479 -3.26019 -0.11938 -0.07 -0.08 -0.02 0.2048
H 0.34696 -2.24718 0.31367 0.06 -0.10 0.04 0.2004
H -1.81005 -0.41107 2.55091 0.03 0.06 -0.08 0.1461
H 0.54148 -0.07203 2.72117 -0.16 -0.10 0.03 0.3676
H 0.34427 -1.64125 3.10212 0.21 -0.06 -0.02 0.3752
N 0.54750 2.80018 -0.83864 0.14 -0.05 -0.07 -0.8374
C 0.14981 1.50230 -1.38365 0.23 0.32 0.36 -0.3382
C 1.26229 0.92426 -2.23848 -0.42 0.37 0.32 0.4378
O 1.38807 -0.25604 -2.39776 0.26 -0.23 -0.27 -0.5146
H -0.23221 3.32748 -0.47347 -0.11 -0.07 -0.08 0.3660
H 1.20696 2.68986 -0.08000 0.04 -0.02 0.01 0.3550
H -0.72936 1.65875 -2.01117 -0.01 -0.15 -0.07 0.2208
H -0.08002 0.74722 -0.62594 -0.20 -0.04 -0.07 0.1992
H 1.94575 1.68562 -2.66887 0.04 -0.17 -0.10 0.1117
```
Positions in Å, forces in eV/Å.

Calculated values
DFT total energy (eV): -10842.822
ΔE to the lowest compared entry with this formula, charge and spin (kcal/mol): 55.1
Net charge: 0
HOMO energy (hartree): -0.3500
Strongest force on any atom (eV/A): 0.65


Entry 6:
C5H4F3NO2 | the ωB97M-V functional and the def2-TZVPD basis

```
15
Properties=species:S:1:pos:R:3:forces:R:3:nbo_charge:R:1
C -0.79020 -0.35470 -0.04636 -5.42 0.22 -1.76 0.3946
C -2.66330 -0.21436 -0.74002 4.76 0.56 0.57 -0.0181
C -2.06856 -2.32839 -0.02516 0.39 -0.44 0.37 0.8737
C 0.29812 0.59916 -0.08614 0.53 0.03 0.30 -0.7304
C -3.42647 0.86428 -0.01333 -0.03 0.06 0.33 0.8775
N -0.80283 -1.63137 0.14511 0.18 0.15 0.01 -0.5903
O -2.15289 -3.50846 0.13843 0.00 -0.01 -0.09 -0.5688
O -3.00823 -1.49323 -0.37114 -0.48 -0.46 0.46 -0.4553
F -3.89932 1.77431 -0.88290 -0.01 -0.03 -0.09 -0.3219
F -4.48165 0.41446 0.68113 -0.14 -0.25 -0.01 -0.3221
F -2.67007 1.57030 0.86198 0.22 0.16 0.09 -0.3434
H 1.20454 0.19294 0.36419 0.13 0.10 -0.01 0.2245
H 0.00044 1.52114 0.41359 0.00 -0.04 0.00 0.2730
H 0.49714 0.85125 -1.12820 -0.04 -0.04 -0.06 0.2814
H -0.00696 -2.21193 0.39607 -0.10 -0.03 -0.09 0.4254
```
Positions in Å, forces in eV/Å.

Calculated values
DFT total energy (eV): -18984.186
ΔE to the lowest compared entry with this formula, charge and spin (kcal/mol): 56.9
Net charge: 0
HOMO energy (spin up / spin down) (hartree): -0.2981 / -0.2981
Strongest force on any atom (eV/A): 5.70


Entry 7:
C5H4O5Rh | the ωB97M-V functional and the def2-TZVPD basis

```
15
Properties=species:S:1:pos:R:3:forces:R:3:nbo_charge:R:1
O -1.92466 2.50890 1.08588 0.96 -1.14 -1.32 -0.1701
C -1.39171 1.78256 0.41259 -2.62 3.04 2.86 0.4459
Rh -0.35233 0.44011 -0.71954 0.71 -1.30 3.32 0.9381
O 2.22603 2.14089 -0.43453 -4.76 -3.41 -0.25 -0.1336
C 1.26983 1.48682 -0.51869 7.63 5.87 0.12 0.4643
C -1.59075 0.58067 -2.14176 -6.99 1.42 -8.00 0.4729
O -2.36942 0.68529 -2.99494 3.68 -0.66 4.13 -0.1012
C 0.66508 -1.03754 -1.60577 4.13 -6.26 -3.87 0.4112
O 1.27547 -1.80070 -2.22825 -2.83 3.69 2.78 -0.1583
C 0.74726 -1.25202 1.53824 0.17 0.63 2.66 -0.2781
O -0.38731 -0.38648 1.54447 0.69 -0.52 -3.01 -0.4351
H 1.65999 -0.69881 1.16728 -0.17 -0.53 0.07 0.3039
H 0.58723 -2.15371 0.88512 -0.01 0.09 -0.08 0.3451
H 0.81739 -1.46777 2.62210 0.78 -0.50 -0.48 0.3268
H -1.23209 -0.82822 1.38780 -1.38 -0.44 1.07 0.5682
```
Positions in Å, forces in eV/Å.

Calculated values
DFT total energy (eV): -18450.071
ΔE to the lowest compared entry with this formula, charge and spin (kcal/mol): 70.5
Net charge: +3
HOMO energy (spin up / spin down) (hartree): -0.8605 / -0.9677
Expectation value of S²: 6.019
Strongest force on any atom (eV/A): 10.71
2S+1: 5